ORCA calculation (ωB97M-V/def2-TZVPD) on a molecular structure, C29H31ClNOZr.

Each line ends with the natural charge from an NBO analysis.
Cartesian coordinates (Å):
C: 2.146 -0.157 1.780  -0.310
C: 2.273 -0.881 0.558  -0.288
C: 1.952 -0.011 -0.515  -0.336
H: 2.613 -1.912 0.453  0.261
C: 1.597 1.267 0.037  -0.407
C: 1.748 1.191 1.451  -0.358
H: 1.415 2.170 -0.542  0.275
C: -1.239 -2.365 2.136  -0.212
C: 0.072 -2.669 1.629  -0.350
C: 0.008 -2.623 0.204  -0.382
H: 0.907 -3.040 2.214  0.256
C: -1.350 -2.341 -0.160  -0.033
C: -2.081 -2.068 1.055  -0.363
H: 2.029 -0.240 -1.578  0.276
H: 1.657 2.023 2.152  0.287
H: 2.443 -0.517 2.772  0.275
H: -3.100 -1.696 1.103  0.258
H: 0.809 -2.847 -0.503  0.255
H: -1.553 -2.451 3.173  0.263
Zr: -0.076 -0.158 0.859  1.886
C: -1.756 -1.743 -1.527  -0.019
C: -3.271 -1.651 -1.696  -0.617
C: -1.109 -2.453 -2.710  -0.622
H: -3.700 -2.653 -1.473  0.239
H: -3.520 -1.357 -2.732  0.231
H: -3.696 -0.917 -0.996  0.209
H: -1.393 -3.528 -2.710  0.241
H: 0.004 -2.411 -2.721  0.215
H: -1.465 -2.016 -3.675  0.228
C: -1.229 -0.290 -1.291  -0.581
C: -1.592 1.131 -1.660  0.761
H: -0.164 -0.331 -1.477  0.307
H: -1.665 -0.197 -0.243  0.208
O: -1.654 1.890 -0.587  -0.534
N: -1.493 1.471 -3.002  -0.716
C: -0.316 2.375 -3.207  -0.254
H: -2.330 1.891 -3.377  0.425
C: 0.946 1.636 -3.584  0.024
C: 2.162 2.279 -3.361  -0.250
H: 2.158 3.266 -2.904  0.220
C: 3.363 1.668 -3.723  -0.192
H: 4.309 2.197 -3.554  0.231
C: 3.360 0.397 -4.307  -0.215
H: 4.305 -0.078 -4.592  0.232
C: 2.134 -0.250 -4.540  -0.197
H: 2.123 -1.227 -5.015  0.225
C: 0.930 0.368 -4.184  -0.274
H: -0.033 -0.106 -4.400  0.231
H: -0.141 2.848 -2.242  0.206
H: -0.543 3.170 -3.930  0.240
Cl: -2.030 3.262 4.259  0.016
C: -1.044 1.950 4.802  -0.027
C: -0.624 1.948 6.132  -0.216
C: 0.180 0.914 6.600  -0.196
C: 0.543 -0.127 5.747  -0.215
C: 0.118 -0.128 4.419  -0.211
C: -0.698 0.914 3.898  -0.049
C: -1.208 0.946 2.509  -0.946
H: -0.936 2.758 6.782  0.237
H: 0.522 0.921 7.632  0.229
H: 1.157 -0.954 6.107  0.221
H: 0.416 -0.957 3.769  0.207
H: -2.233 0.564 2.432  0.245
H: -1.155 1.934 2.055  0.248

**Kohn-Sham gap**: 7.473 eV
**Net charge**: +1


ORCA calculation (ωB97M-V/def2-TZVPD) on a molecular structure, C29H31F4N5O2SeSn.

Each line ends with the Mulliken charge.
Cartesian coordinates (Å):
Sn: -0.535 0.211 -0.474  0.930
C: -4.849 -1.214 -0.919  -1.498
C: -3.534 -1.144 -0.161  0.858
O: -2.497 -1.030 -0.896  -0.487
C: -3.559 -1.249 1.214  -1.037
C: -2.426 -1.254 2.087  0.414
C: -2.680 -1.741 3.498  -1.419
N: -1.248 -0.866 1.702  0.807
N: -0.219 -1.004 2.623  -0.599
C: 0.945 -0.772 2.100  0.312
O: 1.208 -0.459 0.876  -0.607
C: 2.118 -0.921 3.021  0.306
C: 3.403 -0.980 2.487  -0.189
C: 4.511 -1.079 3.316  -0.749
C: 4.350 -1.109 4.695  -0.303
C: 3.071 -1.050 5.235  -0.669
C: 1.963 -0.960 4.406  -0.365
H: -4.913 -2.166 -1.453  0.309
H: -4.856 -0.418 -1.665  0.295
H: -5.711 -1.109 -0.259  0.366
H: -4.522 -1.414 1.682  0.225
H: -3.231 -2.683 3.477  0.329
H: -3.285 -1.007 4.036  0.296
H: -1.737 -1.873 4.018  0.353
H: 3.512 -0.931 1.411  0.316
H: 5.505 -1.120 2.885  0.381
H: 5.216 -1.165 5.346  0.353
H: 2.939 -1.065 6.311  0.360
H: 0.961 -0.908 4.810  0.387
C: 0.048 -3.703 0.090  -0.511
C: 1.098 -3.491 -0.998  -1.108
N: 0.877 -2.308 -1.838  1.153
C: 0.292 -2.656 -3.126  -0.421
C: -1.133 -3.194 -3.013  -1.182
C: 2.110 -1.524 -1.958  -0.649
C: 2.053 -0.342 -2.928  -1.296
N: 0.805 0.389 -2.832  0.253
C: 0.577 1.377 -3.689  0.157
C: -0.736 1.947 -3.761  0.058
F: -1.687 1.421 -2.963  -0.229
C: -1.089 2.956 -4.611  -0.068
F: -2.363 3.398 -4.615  -0.347
C: -0.189 3.534 -5.497  -0.646
C: 1.086 3.010 -5.467  0.172
F: 2.016 3.533 -6.301  -0.358
C: 1.465 1.984 -4.633  0.370
F: 2.766 1.588 -4.724  -0.371
H: 0.171 -4.690 0.550  0.491
H: -0.960 -3.617 -0.313  0.050
H: 0.155 -2.947 0.863  -0.160
H: 1.148 -4.385 -1.639  0.408
H: 2.077 -3.403 -0.519  0.503
H: 0.925 -3.400 -3.648  0.272
H: 0.264 -1.754 -3.732  0.237
H: -1.149 -4.210 -2.609  0.317
H: -1.598 -3.213 -4.002  0.446
H: -1.716 -2.542 -2.361  0.043
H: 2.954 -2.160 -2.283  0.426
H: 2.339 -1.154 -0.957  -0.130
H: 2.205 -0.718 -3.948  0.473
H: 2.925 0.283 -2.699  0.513
H: -0.464 4.342 -6.157  0.460
Se: -0.574 3.315 0.504  -0.540
C: -0.617 4.531 1.948  0.126
C: -0.637 5.919 1.733  -0.358
C: -0.683 6.782 2.812  -0.276
N: -0.709 6.397 4.093  -0.682
C: -0.683 5.075 4.294  -0.255
C: -0.636 4.125 3.290  -0.368
H: -0.617 6.297 0.719  0.338
H: -0.702 7.858 2.649  0.315
H: -0.701 4.766 5.338  0.327
H: -0.614 3.069 3.528  0.372

**Kohn-Sham gap**: 6.027 eV
**Relative energy (zero: lowest compared OMol25 entry of this formula, charge and spin)**: 33.4 kJ/mol
**Net charge**: -2


ORCA calculation (ωB97M-V/def2-TZVPD) on a molecular structure, C29H31FeN5O4PSb.

Each line ends with the Mulliken charge.
Cartesian coordinates (Å):
Fe: -0.677 0.648 0.495  0.257
O: 2.896 2.729 4.659  -0.532
C: 2.538 1.502 4.990  0.409
O: 3.039 0.885 5.888  -0.554
C: 1.487 0.830 4.152  0.668
C: 1.035 -0.444 4.436  -0.565
N: 0.177 -0.789 3.462  -0.155
N: 0.025 0.186 2.558  0.024
C: 0.807 1.183 2.973  -0.631
C: 0.852 2.404 2.102  0.982
O: 1.570 3.342 2.390  -0.780
O: 0.089 2.330 1.058  -0.472
H: 2.391 3.083 3.888  0.414
H: 1.276 -1.090 5.265  0.573
H: -0.386 -1.623 3.387  0.042
C: 4.316 -1.854 -0.547  -0.809
N: 4.098 -1.010 0.721  0.097
C: 4.708 0.390 0.474  -0.756
N: 4.153 0.971 -0.693  0.224
C: 4.372 0.118 -1.858  -0.953
N: 3.766 -1.202 -1.680  0.185
C: 2.305 -1.159 -1.680  -1.225
P: 1.652 -0.115 -0.292  2.219
C: 2.642 -0.916 1.068  -1.217
C: 2.753 1.361 -0.537  -1.367
H: 3.853 -2.824 -0.369  0.391
H: 5.395 -1.969 -0.650  0.388
H: 4.598 -1.447 1.498  0.366
H: 5.780 0.229 0.363  0.361
H: 4.508 0.987 1.363  0.443
H: 5.445 -0.006 -2.011  0.313
H: 3.948 0.593 -2.740  0.382
H: 1.903 -2.172 -1.607  0.498
H: 1.957 -0.739 -2.624  0.401
H: 2.277 -1.925 1.263  0.442
H: 2.555 -0.334 1.985  0.403
H: 2.647 2.055 0.298  0.497
H: 2.419 1.888 -1.430  0.428
C: -6.094 -1.513 -3.549  -0.475
C: -5.937 -1.885 -2.223  -0.644
C: -5.191 -1.092 -1.360  -0.159
C: -4.593 0.074 -1.827  0.174
C: -4.772 0.455 -3.158  -0.345
C: -5.514 -0.342 -4.017  -0.650
Sb: -3.571 1.433 -0.553  0.949
C: -2.888 -0.134 0.830  -0.878
C: -2.273 -1.314 0.375  1.469
C: -2.113 -2.409 1.224  -0.743
C: -2.592 -2.347 2.526  -1.108
C: -3.184 -1.180 2.998  -0.622
C: -3.315 -0.080 2.163  -0.723
C: -1.713 1.409 -1.683  -0.389
C: -1.412 0.396 -2.609  0.498
C: -0.364 0.539 -3.505  -1.291
C: 0.395 1.708 -3.505  -0.035
C: 0.118 2.719 -2.595  -0.957
C: -0.928 2.570 -1.690  -0.218
H: -6.680 -2.129 -4.217  0.410
H: -6.405 -2.788 -1.854  0.407
H: -5.096 -1.389 -0.323  0.419
H: -4.336 1.373 -3.537  0.414
H: -5.648 -0.043 -5.048  0.413
H: -2.000 -1.418 -0.674  0.258
H: -1.679 -3.327 0.847  0.530
H: -2.529 -3.217 3.168  0.495
H: -3.561 -1.136 4.012  0.490
H: -3.784 0.820 2.543  0.538
H: -2.048 -0.480 -2.676  0.478
H: -0.172 -0.234 -4.238  0.512
H: 1.178 1.842 -4.241  0.500
H: 0.684 3.641 -2.612  0.486
H: -1.151 3.383 -1.009  0.406

**Spin multiplicity**: 5
**Kohn-Sham gap (spin up / spin down)**: 8.455 / 7.355 eV
**Relative energy (zero: lowest compared OMol25 entry of this formula, charge and spin)**: 0.0 kJ/mol
**<S²>**: 6.0130
**Net charge**: +2


no.,calculated total energy (eV),strongest force on any atom (eV Å⁻¹)
1,-47908.6585,5.72
2,-124170.1800,0.59
3,-96416.4228,0.32